Record 1
A structure of composition C41H37FIrN3O7PS5Si at a distorted geometry. Source: the Open Molecules 2025 dataset; level of theory: ωB97M-V/def2-TZVPD.

Atoms and positions in Å:
1 Ir -0.54 1.38 -0.68
2 C 1.11 3.82 1.31
3 Si -0.73 4.00 1.01
4 C -1.15 5.02 -0.48
5 C -1.33 5.04 2.46
6 N -1.31 2.25 0.90
7 C -2.03 1.59 1.87
8 C -2.78 2.33 2.82
9 C -3.56 1.76 3.79
10 C -3.64 0.37 3.90
11 C -2.92 -0.40 3.01
12 C -2.14 0.18 2.04
13 F -1.42 -0.69 1.32
14 H 1.56 4.81 1.19
15 H 1.62 3.14 0.63
16 H 1.29 3.49 2.34
17 H -1.09 6.06 -0.16
18 H -2.16 4.83 -0.85
19 H -0.47 4.86 -1.32
20 H -0.80 5.99 2.31
21 H -1.05 4.66 3.44
22 H -2.39 5.26 2.44
23 H -2.78 3.40 2.75
24 H -4.12 2.39 4.46
25 H -4.25 -0.10 4.67
26 H -2.92 -1.49 3.06
27 O 0.18 0.52 -2.50
28 S 1.35 1.43 -2.70
29 O 2.58 0.77 -3.03
30 O 1.37 2.23 -1.44
31 C 1.02 2.62 -3.97
32 C 2.13 3.04 -4.68
33 C 2.05 4.15 -5.51
34 C 0.87 4.86 -5.59
35 C -0.25 4.43 -4.89
36 C -0.20 3.31 -4.08
37 S -1.76 2.77 -3.38
38 O -2.66 3.87 -3.55
39 O -2.06 1.53 -4.03
40 O -1.48 2.66 -1.90
41 H 3.06 2.50 -4.57
42 H 2.92 4.47 -6.06
43 H 0.80 5.74 -6.22
44 H -1.19 4.96 -4.97
45 O 0.81 0.45 0.62
46 P 1.61 -0.66 1.25
47 C 3.37 -0.35 1.06
48 C 3.87 -0.36 -0.25
49 C 5.22 -0.11 -0.48
50 C 6.07 0.13 0.60
51 C 5.57 0.14 1.89
52 C 4.23 -0.10 2.12
53 C 1.29 -0.64 3.03
54 C 1.79 -1.57 3.94
55 C 1.50 -1.46 5.29
56 C 0.73 -0.40 5.76
57 C 0.27 0.56 4.87
58 C 0.56 0.44 3.51
59 C 1.35 -2.27 0.50
60 C 1.85 -3.44 1.06
61 C 1.73 -4.65 0.40
62 C 1.13 -4.70 -0.85
63 C 0.66 -3.53 -1.43
64 C 0.75 -2.32 -0.76
65 H 3.22 -0.55 -1.09
66 H 5.59 -0.11 -1.49
67 H 7.12 0.32 0.42
68 H 6.24 0.34 2.72
69 H 3.85 -0.06 3.14
70 H 2.42 -2.39 3.62
71 H 1.88 -2.20 5.99
72 H 0.50 -0.31 6.81
73 H -0.31 1.40 5.22
74 H 0.23 1.20 2.82
75 H 2.38 -3.43 2.01
76 H 2.12 -5.55 0.85
77 H 1.05 -5.64 -1.38
78 H 0.22 -3.56 -2.42
79 H 0.38 -1.42 -1.24
80 S -1.66 -4.01 -4.97
81 C -2.06 -3.07 -3.67
82 S -1.89 -1.34 -3.71
83 C -2.36 -1.25 -2.03
84 N -2.61 -2.40 -1.51
85 N -2.48 -3.41 -2.42
86 C -2.78 -4.72 -1.90
87 C -3.10 -5.78 -2.73
88 C -3.38 -7.02 -2.17
89 C -3.34 -7.21 -0.80
90 C -3.03 -6.13 0.02
91 C -2.75 -4.89 -0.52
92 S -2.65 0.19 -1.10
93 H -3.14 -5.65 -3.80
94 H -3.64 -7.84 -2.82
95 H -3.56 -8.18 -0.37
96 H -3.00 -6.26 1.10
97 H -2.51 -4.06 0.12

Orbital gap (alpha / beta) in eV: 7.10 / 5.30
Total charge: 0
2S+1: 2
ΔE to the lowest compared entry with this formula, charge and spin in kJ/mol: 109.7
LUMO level (alpha / beta) in eV: -0.50 / -2.30


Record 2
A structure of composition C41H38AsAuN4OPS at a distorted geometry. Source: the Open Molecules 2025 dataset; level of theory: ωB97M-V/def2-TZVPD.

Atoms and positions in Å:
1 Au -1.80 -1.24 -0.06
2 N -6.22 -1.53 0.53
3 C -4.97 -1.15 0.27
4 S -3.81 -2.40 -0.09
5 N -4.84 0.18 0.28
6 N -3.62 0.70 0.04
7 C -3.63 2.05 -0.17
8 C -4.84 2.88 -0.17
9 C -5.94 2.59 -0.98
10 C -7.07 3.39 -0.94
11 C -7.16 4.44 -0.01
12 C -6.08 4.66 0.87
13 C -4.91 3.92 0.76
14 C -2.33 2.69 -0.31
15 C -2.20 3.94 -1.07
16 C -0.96 4.35 -1.42
17 C 0.17 3.44 -1.14
18 C 0.03 2.61 0.11
19 N -1.29 2.10 0.22
20 H -6.41 -2.52 0.70
21 H -6.87 -0.81 0.80
22 H -5.82 1.73 -1.64
23 H -7.87 3.20 -1.65
24 H -8.05 5.04 0.05
25 H -6.19 5.41 1.65
26 H -4.08 4.09 1.47
27 H -3.10 4.45 -1.37
28 H -0.76 5.24 -1.99
29 H 1.16 3.94 -1.24
30 H 0.70 1.72 -0.31
31 C -0.95 -4.03 0.76
32 C -0.97 -3.14 -0.41
33 O -0.58 -3.40 -1.53
34 H -0.33 -4.92 0.52
35 H -1.98 -4.32 1.04
36 H -0.48 -3.49 1.60
37 C 1.85 -1.12 -0.32
38 C 3.12 -0.34 -0.57
39 As 4.87 -1.27 -0.14
40 C 4.42 -2.95 -1.02
41 C 4.99 -4.15 -0.57
42 C 4.81 -5.30 -1.34
43 C 4.19 -5.25 -2.59
44 C 3.64 -4.05 -3.03
45 C 3.80 -2.89 -2.27
46 C 4.41 -1.81 1.72
47 C 3.72 -2.98 2.03
48 C 3.60 -3.38 3.39
49 C 4.12 -2.56 4.40
50 C 4.71 -1.34 4.06
51 C 4.87 -1.00 2.73
52 P 0.29 -0.05 -0.18
53 C 0.42 0.72 -1.86
54 C 0.63 -0.15 -2.94
55 C 1.08 0.29 -4.17
56 C 1.35 1.66 -4.35
57 C 0.93 2.56 -3.42
58 C 0.15 2.19 -2.25
59 C 0.55 0.76 1.47
60 C 0.21 0.10 2.64
61 C -0.31 0.86 3.71
62 C -0.29 2.25 3.71
63 C 0.16 2.94 2.63
64 C 0.73 2.30 1.49
65 H 1.85 -1.62 0.67
66 H 1.68 -1.91 -1.08
67 H 3.22 0.57 0.05
68 H 3.23 -0.01 -1.62
69 H 5.57 -4.18 0.37
70 H 5.17 -6.24 -0.97
71 H 4.14 -6.14 -3.20
72 H 3.14 -3.97 -3.98
73 H 3.43 -1.91 -2.61
74 H 3.27 -3.56 1.24
75 H 3.02 -4.25 3.64
76 H 4.02 -2.87 5.42
77 H 5.08 -0.67 4.82
78 H 5.37 -0.05 2.48
79 H 0.50 -1.22 -2.78
80 H 1.30 -0.41 -4.96
81 H 1.89 2.00 -5.22
82 H 1.17 3.61 -3.60
83 H -0.91 2.13 -2.64
84 H 0.32 -0.98 2.77
85 H -0.63 0.34 4.62
86 H -0.69 2.84 4.56
87 H 0.13 4.03 2.60
88 H 1.79 2.59 1.30

Orbital gap (alpha / beta) in eV: 5.95 / 6.11
Total charge: +1
2S+1: 3
ΔE to the lowest compared entry with this formula, charge and spin in kJ/mol: 415.2
LUMO level (alpha / beta) in eV: -3.76 / -4.21


Record 3
A structure of composition C41H38AsCaN4S. Source: the Open Molecules 2025 dataset; level of theory: ωB97M-V/def2-TZVPD.

Atoms and positions in Å:
1 Ca -0.10 -1.32 -0.78
2 C -2.42 1.12 -1.30
3 N -1.92 -0.04 -2.06
4 C -1.33 0.40 -3.33
5 C -3.01 -1.00 -2.19
6 C -3.90 -0.92 -3.24
7 C -5.02 -1.76 -3.30
8 C -5.23 -2.64 -2.26
9 C -4.34 -2.73 -1.19
10 C -3.18 -1.94 -1.14
11 N -2.21 -1.93 -0.18
12 C -2.01 -2.86 0.83
13 C -2.51 -4.16 0.92
14 C -2.15 -5.02 1.95
15 C -1.28 -4.61 2.94
16 C -0.74 -3.33 2.87
17 C -1.07 -2.47 1.84
18 N -0.43 -1.17 1.70
19 C 0.86 -1.05 2.38
20 C -1.32 -0.09 2.11
21 H -3.18 1.65 -1.88
22 H -2.86 0.77 -0.37
23 H -1.60 1.80 -1.08
24 H -2.00 1.05 -3.91
25 H -0.41 0.95 -3.13
26 H -1.10 -0.47 -3.94
27 H -3.73 -0.19 -4.03
28 H -5.70 -1.71 -4.14
29 H -6.11 -3.27 -2.26
30 H -4.56 -3.41 -0.39
31 H -3.13 -4.54 0.12
32 H -2.54 -6.03 1.96
33 H -1.00 -5.27 3.75
34 H -0.03 -3.00 3.62
35 H 0.75 -0.95 3.46
36 H 1.47 -1.92 2.17
37 H 1.38 -0.17 2.00
38 H -1.42 -0.08 3.21
39 H -0.91 0.87 1.80
40 H -2.30 -0.23 1.65
41 S 2.41 -0.05 -1.22
42 C 3.32 1.45 -1.07
43 C 4.69 1.39 -1.41
44 C 5.52 2.49 -1.33
45 C 5.02 3.72 -0.90
46 C 3.68 3.80 -0.55
47 C 2.84 2.69 -0.63
48 As 0.99 2.82 -0.07
49 C 1.27 2.75 1.87
50 C 0.26 3.18 2.72
51 C 0.39 3.06 4.10
52 C 1.53 2.48 4.64
53 C 2.54 2.04 3.79
54 C 2.41 2.18 2.42
55 C 0.69 4.75 -0.24
56 C 0.06 5.17 -1.40
57 C -0.19 6.52 -1.64
58 C 0.18 7.46 -0.69
59 C 0.80 7.06 0.48
60 C 1.06 5.71 0.71
61 H 5.08 0.44 -1.74
62 H 6.56 2.39 -1.60
63 H 5.66 4.59 -0.83
64 H 3.28 4.75 -0.22
65 H -0.65 3.62 2.32
66 H -0.41 3.40 4.75
67 H 1.64 2.37 5.71
68 H 3.43 1.58 4.20
69 H 3.21 1.83 1.76
70 H -0.25 4.44 -2.14
71 H -0.68 6.83 -2.55
72 H -0.01 8.51 -0.87
73 H 1.09 7.79 1.23
74 H 1.54 5.40 1.63
75 N 1.83 -8.92 -1.59
76 C 1.60 -7.79 -1.52
77 C 1.30 -6.38 -1.42
78 C 1.60 -5.67 -0.26
79 C 1.28 -4.32 -0.19
80 C 0.67 -3.59 -1.23
81 C 0.41 -4.37 -2.38
82 C 0.71 -5.72 -2.50
83 H 2.06 -6.19 0.58
84 H 1.53 -3.83 0.75
85 H -0.06 -3.91 -3.25
86 H 0.48 -6.27 -3.40

Orbital gap in eV: 6.64
Total charge: -1
ΔE to the lowest compared entry with this formula, charge and spin in kJ/mol: 49.3
LUMO level in eV: 2.33


Record 4
A structure of composition C41H38ClIrN9O4. Source: the Open Molecules 2025 dataset; level of theory: ωB97M-V/def2-TZVPD.

Atoms and positions in Å:
1 Ir -0.46 0.80 -1.07
2 O -2.78 0.98 0.15
3 C -3.69 0.42 -0.80
4 C -3.31 0.82 -2.20
5 C -4.29 0.88 -3.18
6 C -3.94 1.21 -4.48
7 C -2.61 1.49 -4.76
8 C -1.69 1.41 -3.74
9 N -2.02 1.08 -2.48
10 H -2.81 0.43 0.94
11 H -4.70 0.78 -0.60
12 H -3.69 -0.67 -0.73
13 H -5.32 0.71 -2.91
14 H -4.69 1.27 -5.25
15 H -2.29 1.75 -5.76
16 H -0.64 1.63 -3.91
17 C 4.14 -4.28 10.96
18 O 4.05 -2.92 10.54
19 C 3.56 -2.66 9.32
20 C 3.13 -3.64 8.42
21 C 2.64 -3.25 7.18
22 C 2.58 -1.91 6.82
23 C 3.02 -0.94 7.73
24 C 3.51 -1.31 8.96
25 C 2.08 -1.48 5.52
26 N 1.95 -0.22 5.14
27 C 1.45 -0.28 3.87
28 C 1.27 -1.59 3.46
29 N 1.68 -2.34 4.53
30 C 0.77 -1.94 2.18
31 C 0.57 -3.24 1.70
32 C 0.09 -3.44 0.43
33 C -0.20 -2.32 -0.36
34 N -0.04 -1.09 0.07
35 C 0.45 -0.87 1.32
36 C 0.64 0.51 1.73
37 N 0.34 1.49 0.84
38 C 0.53 2.76 1.18
39 C 1.03 3.13 2.43
40 C 1.33 2.15 3.35
41 C 1.15 0.81 3.00
42 H 4.56 -4.25 11.97
43 H 4.80 -4.85 10.31
44 H 3.15 -4.74 11.00
45 H 3.16 -4.69 8.68
46 H 2.30 -4.03 6.51
47 H 2.98 0.10 7.45
48 H 3.85 -0.58 9.67
49 H 1.70 -3.35 4.60
50 H 0.80 -4.09 2.33
51 H -0.06 -4.43 0.03
52 H -0.57 -2.45 -1.37
53 H 0.28 3.49 0.43
54 H 1.17 4.18 2.66
55 H 1.73 2.39 4.33
56 C 2.78 2.98 -4.45
57 N 2.10 2.28 -3.36
58 C 1.75 3.02 -2.16
59 C 1.96 0.94 -3.33
60 C 2.54 0.13 -4.46
61 O 1.37 0.36 -2.40
62 H 2.45 4.01 -4.46
63 H 2.53 2.54 -5.41
64 H 3.87 2.96 -4.32
65 H 2.20 4.01 -2.24
66 H 2.15 2.51 -1.29
67 H -0.06 3.70 -2.62
68 H 3.59 0.38 -4.62
69 H 2.00 0.33 -5.39
70 H 2.45 -0.92 -4.21
71 N -2.83 4.21 1.21
72 C -2.56 4.68 0.03
73 O 0.36 3.12 -1.96
74 C -3.06 4.39 -1.19
75 C -2.29 4.62 -2.37
76 N -1.60 4.75 -3.28
77 C -4.34 3.75 -1.29
78 N -5.35 3.20 -1.28
79 H -3.25 3.28 1.32
80 H -2.67 4.75 2.04
81 Cl -3.87 -2.50 -9.22
82 C -2.99 -2.29 -7.75
83 C -3.68 -2.18 -6.54
84 C -2.97 -2.00 -5.38
85 C -1.56 -1.93 -5.37
86 C -0.85 -1.72 -4.19
87 C -0.90 -2.07 -6.62
88 C -1.60 -2.24 -7.79
89 H -4.76 -2.25 -6.54
90 H -3.51 -1.93 -4.44
91 H 0.23 -1.69 -4.17
92 H -1.38 -1.59 -3.25
93 H 0.19 -2.04 -6.65
94 H -1.09 -2.34 -8.73

Orbital gap (alpha / beta) in eV: 5.89 / 5.43
Total charge: +2
2S+1: 6
ΔE to the lowest compared entry with this formula, charge and spin in kJ/mol: 40.3
LUMO level (alpha / beta) in eV: -5.47 / -6.31


Record 5
An isolated molecule of C41H38N2O4S2 at a distorted geometry. Source: the Open Molecules 2025 dataset; level of theory: ωB97M-V/def2-TZVPD.

Atoms and positions in Å:
1 C 1.03 0.15 -5.54
2 N 0.65 0.76 -4.27
3 C -0.24 0.23 -3.37
4 C -0.22 0.96 -2.19
5 C -0.89 0.45 -1.00
6 C -0.87 1.26 0.30
7 C 0.28 1.68 1.00
8 C 0.24 2.37 2.22
9 C -0.99 2.92 2.64
10 C -2.15 2.70 1.83
11 C -2.09 1.78 0.78
12 C -3.45 3.35 2.17
13 C -3.26 4.54 3.10
14 C -2.34 4.14 4.26
15 N -1.08 3.65 3.79
16 C -0.05 3.59 4.80
17 C 1.33 3.55 4.15
18 C 1.45 2.46 3.09
19 C -0.37 -1.24 -0.91
20 C -1.55 -1.81 -0.10
21 C -2.74 -2.19 -0.79
22 C -4.00 -1.97 -0.22
23 C -4.05 -1.45 1.10
24 C -2.88 -1.33 1.87
25 C -1.65 -1.65 1.31
26 S 1.36 -1.10 -0.08
27 O 1.91 0.08 -0.74
28 O 1.11 -1.05 1.36
29 C 2.83 -2.19 -0.28
30 C 3.35 -2.97 0.78
31 C 4.62 -3.53 0.67
32 C 5.42 -3.22 -0.44
33 C 4.93 -2.38 -1.45
34 C 3.64 -1.88 -1.38
35 S -0.14 -2.53 -2.19
36 O -1.19 -2.44 -3.20
37 O 1.19 -2.35 -2.66
38 C -0.44 -4.24 -1.51
39 C 0.46 -4.82 -0.60
40 C -0.01 -5.79 0.31
41 C -1.31 -6.30 0.17
42 C -2.09 -5.92 -0.93
43 C -1.62 -4.96 -1.83
44 C 0.61 2.13 -2.45
45 C 1.00 3.25 -1.69
46 C 1.99 4.08 -2.21
47 C 2.54 3.89 -3.49
48 C 2.11 2.82 -4.29
49 C 1.17 1.94 -3.75
50 H 2.07 0.42 -5.76
51 H 0.98 -0.93 -5.38
52 H 0.39 0.43 -6.38
53 H -0.86 -0.63 -3.64
54 H -1.96 0.16 -1.25
55 H 1.26 1.50 0.58
56 H -3.04 1.54 0.30
57 H -4.12 2.64 2.68
58 H -3.95 3.64 1.24
59 H -4.22 4.88 3.50
60 H -2.83 5.39 2.55
61 H -2.87 3.40 4.89
62 H -2.12 5.00 4.90
63 H -0.16 4.50 5.39
64 H -0.18 2.74 5.49
65 H 1.55 4.51 3.69
66 H 2.08 3.40 4.93
67 H 1.60 1.49 3.59
68 H 2.32 2.60 2.46
69 H -2.71 -2.56 -1.81
70 H -4.90 -2.19 -0.82
71 H -5.04 -1.26 1.53
72 H -2.95 -0.96 2.90
73 H -0.75 -1.68 1.92
74 H 2.75 -3.15 1.68
75 H 5.01 -4.17 1.47
76 H 6.43 -3.62 -0.51
77 H 5.58 -2.09 -2.28
78 H 3.28 -1.23 -2.17
79 H 1.53 -4.55 -0.59
80 H 0.62 -6.14 1.14
81 H -1.72 -7.01 0.90
82 H -3.11 -6.35 -1.06
83 H -2.17 -4.76 -2.76
84 H 0.51 3.45 -0.72
85 H 2.26 4.96 -1.62
86 H 3.29 4.57 -3.87
87 H 2.56 2.59 -5.25

Orbital gap in eV: 6.67
SMILES: Cn1cc([C@H](c2cc3c4c(c2)CCCN4CCC3)C(c2ccccc2)(S(=O)(=O)c2ccccc2)S(=O)(=O)c2ccccc2)c2ccccc21
Total charge: 0
LUMO level in eV: -0.36


Question: The lowest total charge belongs to which entry?
Answer: C41H38AsCaN4S